1.
9
Properties=species:S:1:pos:R:3 method="wB97M-V/def2-TZVPD" de_lowest_kcal_mol=35.69 homo_lumo_gap_ev=8.1 energy_ha=-913.003600 lumo_energy_ha=-0.013
H -2.13112 0.63268 2.51523
C 0.87780 -0.32597 -0.47604
C -1.87869 -0.40672 2.34426
C -0.79570 -0.63847 1.44183
H 1.30428 -1.18065 -0.04353
H -2.30588 -1.09762 2.97495
S 1.36545 0.28450 -1.85372
S -0.47756 0.42989 0.18424
H -0.29406 -1.55774 1.40478

2.
101
Properties=species:S:1:pos:R:3 method="wB97M-V/def2-TZVPD" de_lowest_kcal_mol=0.00 homo_lumo_gap_ev="7.2 / 7.4" energy_ha=-4279.238562 multiplicity=3 lumo_energy_ha="-0.018 / -0.021"
C -2.92888 -1.26901 -2.00550
C 1.26290 0.14220 -4.60995
C 3.60561 -2.64230 -2.46100
H -1.90587 -0.98301 -4.41801
H -0.75377 0.01863 1.98332
H 0.80717 -6.49034 0.24121
C 1.13050 -0.64118 3.27014
H 4.11176 -2.03969 -1.71356
N -1.20773 -0.72663 -0.43397
C -3.16437 4.89190 -2.84908
S 3.33882 -0.35928 0.14134
C 4.99943 0.85698 2.52738
C -1.75564 5.07088 -2.29513
C -0.65030 6.08170 2.14715
C 1.62685 0.04604 -3.27475
H 0.07004 -2.89127 -1.32413
H -0.26966 -0.22886 -6.07147
H -1.80294 5.28877 -1.22278
H -3.19849 -1.49372 -3.02517
C -0.84389 3.87013 -2.53481
N 1.58928 -0.67943 2.01420
H 1.51991 3.84281 3.71279
H 4.34735 -3.33381 -2.86871
H -4.88615 -1.61419 -1.24871
F 5.82159 -0.07449 2.02220
H -0.95815 -4.10945 2.82750
H -3.13651 4.64671 -3.91218
C 0.90968 -2.96552 -0.61180
Si 0.06636 -4.10924 0.61113
H -2.21131 -5.16330 0.50491
C -0.91762 -0.70031 -4.08410
H 1.85629 -4.66947 -4.09484
C -3.86409 -1.33548 -1.02533
H -2.49614 3.10535 -0.25789
H -3.75549 5.79983 -2.73137
C 0.16223 5.44963 3.27390
S 0.85568 1.91965 0.12859
N -1.03929 2.97017 1.66042
H -1.51687 -4.98889 -1.11025
H 0.29527 -6.16810 1.89121
H -0.60165 1.78221 -2.08112
H 0.39913 -4.87916 -3.11693
C -1.35027 2.55926 -1.94174
C -4.43069 -0.98449 1.37121
H 3.72279 0.75524 4.89517
H -4.74538 -0.59466 3.44205
H 0.13738 -1.03039 3.43155
H 1.35395 4.16379 2.00340
H -2.26851 2.22599 -2.42865
C -1.77808 -0.28690 1.84404
H -0.46086 5.35095 4.16938
H 0.77431 -3.30223 -3.81800
H -0.88863 7.12032 2.37552
H 1.90072 -5.67731 1.36061
F 4.97973 1.88554 1.66881
C -0.69255 2.53365 0.44030
V 1.02012 -0.89834 -0.26635
C 0.74732 -0.42610 -2.30175
H -0.71330 3.71370 -3.60953
C 0.86087 -5.76221 1.04874
H 1.42584 -0.15322 5.32904
C 3.12483 0.34784 4.09276
H 3.63862 -5.05694 -0.28160
H -0.84943 -2.44509 2.26803
H 3.28888 -1.99539 -3.27480
H -1.95532 3.37403 1.77547
H 1.97215 0.51751 -5.33801
H 0.39696 1.99928 2.78185
C 3.07509 -5.24069 -1.19752
C -3.50478 -1.01448 0.30722
H 2.42823 -6.09822 -1.03475
C 2.83839 -0.22804 1.77440
C 3.62555 0.31528 2.81199
H -3.70469 4.08584 -2.34787
C 1.84966 -0.14933 4.33671
C -2.69469 -0.24711 2.85808
C -0.00050 -0.26558 -5.02422
C -0.17462 2.92702 2.83039
C -4.03412 -0.61464 2.62747
H 0.58935 -3.26696 2.90222
N -1.62942 2.65507 -0.51472
C -0.55703 -0.72865 -2.73221
C 0.79160 4.10013 2.93862
Si 2.18045 -3.69790 -1.81449
C -1.62430 -4.50487 -0.13764
H 0.96586 6.13684 3.54795
H -2.39077 0.07233 3.84783
H 3.79644 -5.51583 -1.97069
H -2.20099 -3.58818 -0.29112
H 0.14922 4.06874 -2.12496
H 2.63180 0.33757 -2.98738
C -2.15536 -0.69334 0.55069
H -0.82636 2.87893 3.70637
F 5.58412 1.31392 3.65518
C 1.21205 -4.19049 -3.35566
H -1.29777 5.95228 -2.74930
H -1.59748 5.56842 1.97683
C -0.31586 -3.39309 2.30778
H -0.09404 6.06354 1.20840
H -5.45986 -1.25569 1.17252
C -1.57766 -0.94408 -1.69055

3.
12
Properties=species:S:1:pos:R:3 method="wB97M-V/def2-TZVPD" de_lowest_kcal_mol=20.62 homo_lumo_gap_ev=10.9 energy_ha=-716.018207 lumo_energy_ha=0.030
C 0.25915 -0.08018 0.50631
H 1.95392 -0.55995 -0.76131
C -0.93340 -0.85423 0.07099
H 0.76289 -0.41163 1.41274
Cl -1.11824 -1.41934 -1.49319
C -1.09153 0.52445 0.47967
H -1.46714 0.84717 1.48031
H -1.34782 -1.57690 0.74179
F -1.26065 1.55704 -0.43423
C 1.33520 0.28819 -0.50990
H 0.88963 0.67249 -1.41864
H 2.01800 1.01290 -0.07455

4.
91
Properties=species:S:1:pos:R:3 method="wB97M-V/def2-TZVPD" de_lowest_kcal_mol=54.66 homo_lumo_gap_ev=6.9 energy_ha=-3327.688989 lumo_energy_ha=0.089 total_charge=-1
H 5.94409 3.21749 -2.30872
H 3.26879 -0.35393 -0.69407
S -2.63083 2.37717 2.67173
C -0.48951 0.21038 -1.83707
C -5.47231 -0.74132 -0.24412
H 0.01912 0.51363 -2.76031
C -2.73188 -0.29038 -2.61090
C -5.33120 3.35678 2.09987
C -0.77899 4.19591 0.41242
H -2.89279 2.40188 -2.17298
H -5.11666 -0.11698 -3.89989
F 2.18899 -0.27784 1.56093
C 0.33309 -3.10707 -0.31717
H 0.14277 -3.91761 -3.62686
H 4.69143 -4.05007 3.23078
H -1.58958 2.16279 -3.40337
H -5.57367 1.60197 0.94283
H 3.15495 -5.75135 1.27292
H -0.68614 0.58969 3.82963
N 4.60431 -1.94599 0.85911
F 1.48984 1.49092 0.42998
C -4.30204 2.57077 2.99596
Sn -1.06950 -0.46452 1.15905
H -1.27975 4.49647 1.31563
H 3.92485 1.72032 -1.60898
H 7.56117 2.80811 -1.45050
H 1.10613 5.10154 0.92055
C 2.02024 -2.99395 2.47786
H -5.07604 4.39867 2.04333
C 5.10747 -2.61131 1.97165
H 0.20553 -1.52399 -3.73490
C 1.23940 -5.14492 0.82326
C 6.53282 -0.49105 0.38577
N 0.69179 -3.16376 2.17493
C 6.07997 1.38376 -1.18766
N -4.70918 2.03967 4.09199
S -0.55248 -2.26737 2.86902
C 4.68951 1.05600 -1.19748
N 4.33552 -3.70318 2.37088
C 5.18330 -0.86050 0.25860
C 4.29245 -0.09140 -0.52553
H -1.60633 -0.10558 4.98952
H 2.06421 4.39509 -1.40282
O 6.18963 -2.32327 2.45227
H -6.22831 3.07932 0.10838
C -0.98835 2.96354 -1.55741
H -0.08044 -5.00944 -1.22659
C 1.09393 0.53080 1.41639
N -0.42109 -1.82704 -0.39394
C -6.48868 -0.27896 -2.31477
H 8.02383 0.77867 -0.52571
C -5.43523 2.68610 0.71159
H 2.32272 -2.21157 3.25054
H 0.87920 -6.13388 0.58933
C 0.00867 -3.98600 -1.45851
C -6.61003 -0.48034 -0.95431
H -2.86681 0.00020 -3.61676
N -1.43500 0.71256 4.48669
H -4.43929 2.84166 0.22680
N -1.86708 0.65840 -1.88539
C 0.25387 -3.92721 0.95423
C 1.06982 4.14042 -1.04512
H 0.16428 0.77954 -1.15664
C 0.29275 3.40697 -1.98316
H -2.32061 -1.28271 -2.68725
N -4.21951 -0.62537 -0.73875
C 0.51772 4.54391 0.16710
C -5.23284 -0.17403 -2.83136
H 3.63586 -2.20640 0.57803
H -7.35187 -0.30848 -3.00095
H 7.02667 1.94760 -2.95991
C -2.57234 1.41180 4.11992
C -0.28604 -1.25665 -1.62564
C -4.12423 -0.29674 -2.04263
N -1.51195 3.39851 -0.43507
C 6.95467 0.56512 -0.47645
H -5.48641 -1.10405 0.77946
C -1.88868 2.06707 -2.34188
C -0.02186 -3.43710 -2.66580
C 2.96293 -3.81606 1.99010
H -7.51975 -0.58945 -0.37296
H 7.26769 -0.99232 1.01966
H -6.21345 3.19292 2.74871
H 1.35331 -2.80893 -0.51284
C 6.68913 2.41617 -2.08384
H 0.67288 3.18930 -2.95611
C 0.04130 -1.97470 -2.75417
C 2.48160 -4.94863 1.29462
F 1.12378 1.35590 2.59403
N -3.65295 1.47149 4.82367
H -0.74631 -4.25359 1.11749

5.
164
Properties=species:S:1:pos:R:3 method="wB97M-V/def2-TZVPD" homo_lumo_gap_ev=7.3 energy_ha=-6487.306843 lumo_energy_ha=-0.102 total_charge=+1
N -3.37479 -3.94525 8.84611
C -1.34204 -0.70516 2.85318
C -1.62144 -6.50705 10.85957
H -3.06407 -4.88554 8.60246
C -5.74759 5.72219 -9.50878
H 4.31303 -4.88889 7.08579
H 6.02100 2.12640 0.46345
H -0.90635 -3.31296 11.08503
H 0.72149 -0.51287 2.05875
H 6.20342 2.92993 2.50207
O 1.59495 2.71669 -0.48848
H -2.36232 -1.19543 7.67659
H -5.73031 0.18534 6.94051
H -4.11616 -1.15160 5.82853
H 5.40550 -7.17595 7.35082
C 3.09181 -4.80626 4.82566
H -6.56791 4.44304 -8.17599
C -2.22316 2.93580 -5.39214
O 1.04245 0.76083 -1.68224
H -0.90146 1.74710 8.67206
H -4.01256 3.21817 -13.42598
C 5.59879 2.46103 3.33522
H -2.54474 3.98713 -12.84892
H 7.25510 -1.37387 -0.91461
H -8.77855 6.06570 -8.66461
H 2.90480 2.57583 1.15785
C 5.78066 -2.29527 2.20036
H 4.93518 -2.04868 2.93165
N -0.98708 4.09916 -3.64196
H -2.98315 0.06310 -11.24572
H -4.27367 0.41830 -14.43823
C -3.21668 -4.76023 11.19355
C 0.02815 -1.38667 2.32274
H 8.01466 -2.37891 0.39818
C -3.00045 3.01851 -13.06959
Br 8.41447 -0.68664 3.91288
N -3.67354 0.78440 5.18378
H -1.97173 2.19297 -11.40551
H 5.94087 1.16152 -1.07698
H -1.79596 -1.33181 3.69183
O -2.96622 -6.07976 10.72365
N -5.62517 4.66710 -8.49469
H -3.48544 5.24352 -3.12477
H -4.29567 -4.71484 11.37261
H 4.32287 3.39414 -0.64328
C -4.70742 0.23774 7.32131
H -3.14949 1.58220 5.54302
H -1.62005 -7.59702 10.92926
H 2.86986 -6.88941 7.35305
N 5.48137 -7.59506 5.30729
S 2.57037 -2.51385 1.49588
H -0.68845 4.86767 -4.24256
C 10.11679 -1.31709 -0.42968
C 7.20861 0.39864 2.74085
H 6.01647 -4.11813 0.83256
C 2.72827 2.07949 0.13942
H -1.60640 3.45276 -6.12929
C -5.05916 0.60540 -13.70078
C 4.84421 -6.92148 6.44582
C -1.55224 -0.12373 0.57484
O -7.99077 4.82057 -10.11467
H -8.87066 6.70517 -10.33890
H 4.32959 0.44640 1.55393
C -2.97941 2.12920 -11.82963
H 6.45187 -7.29183 5.25003
H -0.74792 0.68399 0.69099
C 4.97890 0.15815 0.65288
H -1.05687 4.52813 -2.72044
C -6.75886 5.33813 -10.60595
C 7.74069 -1.29642 0.11998
H -3.08707 0.43161 4.42968
H 4.36917 -0.55614 0.00327
C -2.85709 -3.64879 10.18804
H 3.47466 -8.50591 6.98597
H -2.73490 -4.59682 12.16522
C -6.07413 7.04144 -8.81381
H -3.73792 5.49472 -6.56878
H -1.76269 -1.07604 6.03202
C -3.25635 0.64377 -12.13291
C 0.98157 -2.90822 0.65829
H -5.90103 -0.05573 -13.91739
O -2.73900 6.04649 -4.81217
H 9.74024 -2.25185 -0.94534
C 3.43366 -7.47649 6.62241
H -4.65063 -0.40094 8.20760
H -3.21022 2.76675 -5.83098
H -2.74303 3.00985 -3.33471
H 6.57974 -2.83597 2.81386
H -6.31914 4.52987 -11.19893
H 5.17637 0.24995 3.60119
H 7.76186 1.23362 2.19598
H -4.38774 -4.03365 8.90034
H 6.37440 0.89478 4.80598
H 2.91119 -4.03936 4.06975
C -2.31555 -0.53153 6.80496
O -4.62460 0.34021 -12.37701
H -0.82821 -4.14397 9.52400
O -1.52949 0.62188 7.09143
H -2.43371 2.56451 -13.88725
H -5.20829 7.39664 -8.24884
C 1.12627 1.99024 -1.59726
H -3.32930 -2.72535 10.54020
H 0.73207 2.59928 -2.48894
H -9.92735 5.38235 -9.81146
H -1.82595 -2.16155 -0.26107
H 3.56501 -4.31805 0.13965
H 2.69113 -5.74660 4.44181
H -4.53774 1.26991 7.63309
H -5.41987 1.63283 -13.78120
C 5.30906 -3.23159 0.98156
H 2.45315 1.00129 0.35470
H -6.33375 7.81464 -9.54243
C 4.05977 2.27963 -0.71052
O 4.49503 -4.91082 5.01113
C 4.88730 -5.38781 6.29586
H -6.89920 6.95002 -8.10510
C -2.33347 3.70282 -4.07749
N -0.24522 -2.27808 1.15688
H -2.83816 7.02248 -6.60293
C -8.92619 5.80842 -9.71549
H -1.17764 -2.42511 9.58381
S 0.86614 -3.91667 -0.66385
H 0.41149 -2.01486 3.18178
H -4.77320 5.84647 -9.99235
N -3.92642 2.66508 -10.84366
H 3.84291 -4.64068 1.90660
H 5.60245 3.06954 4.29866
H -4.25326 4.63925 -4.58213
C 5.33017 1.48443 -0.16267
H -1.94433 5.50541 -6.64350
H -2.62540 0.27453 -12.95049
H -6.93668 6.16912 -11.29952
C -1.35832 -3.37669 10.09117
P 6.47966 -0.72103 1.39114
H -1.14867 -6.10231 11.75880
H 5.06096 -7.21845 4.45803
H -1.04689 -6.23432 9.97169
O -2.27117 -0.38980 1.80121
C -2.82754 5.99623 -6.22861
C 6.05103 0.97619 3.72577
H -0.26780 -1.26878 -0.82024
H 9.27579 -0.23364 1.07937
H 5.34595 -2.64334 0.00814
N 8.98426 -0.48892 0.13009
H -2.31246 0.29895 -0.15826
H -1.76391 1.95807 -5.22321
H 10.73315 -1.66168 0.46435
H -2.06318 0.48012 9.10915
C 3.83720 -3.81204 1.13346
H 10.79562 -0.67972 -1.08609
H -3.84124 2.12458 -9.98439
H 4.51451 2.40705 2.98245
H -5.31633 3.81033 -8.95238
H -2.59750 1.96120 8.24825
C -3.28390 4.91305 -4.14923
H -1.00861 0.28295 3.33489
C -3.72095 -0.22224 6.25206
H -4.86579 2.44331 -11.17499
H 5.92688 -5.06720 6.42051
H 3.90348 2.08707 -1.82802
C -0.94528 -1.52874 0.06776
H 2.57322 -4.51728 5.74378
C -1.80187 1.22030 8.34753
H 2.86860 -7.49245 5.68870

6.
8
Properties=species:S:1:pos:R:3 method="wB97M-V/def2-TZVPD" de_lowest_kcal_mol=114.23 homo_lumo_gap_ev=9.7 energy_ha=-1024.080597 lumo_energy_ha=-0.015
O -2.30189 -1.06532 0.41976
S -1.71756 -1.13502 -0.85285
O -0.03815 -1.49679 -0.78559
H -1.97657 0.29100 -1.22609
C 1.56610 0.00329 0.52224
C 0.79822 -0.62232 -0.21447
S -2.26366 -2.30657 -2.25598
H 2.32134 0.62211 0.76429

7.
14
Properties=species:S:1:pos:R:3 method="wB97M-V/def2-TZVPD" de_lowest_kcal_mol=54.87 homo_lumo_gap_ev=10.4 energy_ha=-307.624996 lumo_energy_ha=0.013
H -0.98890 -2.09641 0.73565
H 2.17124 -0.72900 0.37847
C -0.81500 1.19932 0.42726
H -1.19907 -2.16382 0.00558
C 0.28562 -0.15867 -1.42691
H 1.22123 -0.49018 -1.93145
H 1.21062 1.45039 -0.36539
O 0.68572 -0.82164 1.72058
H -1.24412 1.95549 -0.23735
C 1.17831 -0.36640 0.72970
C 0.48216 0.65216 -0.15691
H -0.64197 1.65747 1.40591
H -1.55843 0.40930 0.55140
O -0.78741 -0.49802 -1.83653

8.
13
Properties=species:S:1:pos:R:3 method="wB97M-V/def2-TZVPD" de_lowest_kcal_mol=89.98 homo_lumo_gap_ev=9.8 energy_ha=-394.824165 lumo_energy_ha=0.031
N 0.24448 0.38573 0.29877
C 1.68318 0.19300 -0.02476
C -0.28928 -0.27348 -0.67861
H -1.83394 1.06202 2.67454
H -1.73035 -1.01839 -1.63809
H 2.72523 -1.03046 -1.56412
H 2.42558 0.23799 0.77489
N 0.48291 -0.92526 -1.46131
C -1.48918 0.80269 1.62917
O -1.60810 -0.17511 -1.04238
N -0.27454 0.79369 1.42650
H -2.11982 0.58689 0.65350
C 1.78382 -0.63933 -1.04811

9.
75
Properties=species:S:1:pos:R:3 method="wB97M-V/def2-TZVPD" homo_lumo_gap_ev="6.3 / 4.4" energy_ha=-2587.421177 multiplicity=4 lumo_energy_ha="-0.322 / -0.394" total_charge=+3
C 3.77481 -1.23980 2.74043
C -2.04121 4.10134 -1.45406
H -6.61431 1.32226 -1.34896
C -0.59745 2.17525 -1.18437
P -1.47869 1.25004 -2.53669
H 0.44833 1.85218 -1.15512
C 0.46177 -1.12523 1.48983
C 2.84009 -1.21692 -3.01100
N 4.02330 -1.23099 1.38617
C -0.64185 2.05679 -4.01138
N -0.70462 3.48922 -3.86005
C 0.10569 -1.08740 0.14712
C 7.08248 -1.36568 4.46987
C -5.10959 -1.27186 -2.50215
H 3.49206 -1.27429 -3.87133
H -8.30780 -3.14799 -3.77589
H -2.01155 5.18897 -1.48545
H -8.56538 -0.17599 -1.76612
C -8.39361 -2.76600 -2.75909
C 4.35236 -1.31056 5.12856
C -2.15416 -1.09701 0.66615
H -0.30165 -1.17978 3.50251
C -6.47749 0.32317 -1.74685
H -2.03313 5.09053 -3.89369
C -3.08875 2.21599 -2.56175
H 4.91043 -1.37900 7.17150
H -2.62019 3.63662 -4.71214
C 1.46304 -1.14309 -3.19857
H 1.03631 -1.13353 -4.19454
C -2.07657 4.00415 -3.84207
H 1.02479 3.58785 -2.67800
C 6.64048 -1.39977 5.83576
H -1.05449 1.93010 -0.22174
C 0.00471 3.97574 -2.67682
H 8.14743 -1.38410 4.27963
H -9.37954 -2.33180 -2.61504
H 0.39795 1.72424 -4.05448
H 0.04928 5.06208 -2.73094
N 2.47130 -1.19787 2.98561
N 0.61127 -1.08020 -2.17249
C -1.86520 -1.13503 2.03037
N -1.19435 -1.06636 -0.25580
H 8.27824 -1.55655 8.61667
H 6.78511 -0.60109 8.44226
H -8.28073 -3.61928 -2.08831
C -7.55773 -0.50436 -1.97882
C 6.17064 -1.31259 3.46883
C 2.81950 -1.18429 0.75543
C 2.46949 -1.16133 -0.63799
N -2.78463 3.62406 -2.61957
H 6.72405 -2.39303 8.37614
C 5.24811 -1.36391 6.14588
S -3.47463 -1.87397 -2.89686
Tc -1.49951 -1.06459 -2.29955
N -0.66024 3.60512 -1.42464
C 7.30757 -1.50604 8.14163
C -0.55748 -1.14665 2.45159
H -2.55787 3.79461 -0.54384
H -1.14473 1.73923 -4.92627
C 1.09900 -1.10247 -0.90395
C -7.31116 -1.77591 -2.49170
H -3.66678 1.89435 -3.42680
H -3.17494 -1.08727 0.30662
O 7.58305 -1.46303 6.71068
H -2.68179 -1.16386 2.73802
H -3.66241 1.96240 -1.67336
N -6.04988 -2.14952 -2.75736
H 6.52634 -1.28710 2.44727
H 4.41811 -1.26558 -1.58241
C 1.87542 -1.16432 1.77520
H 3.29103 -1.28529 5.33232
H 4.92959 -1.27698 0.94944
C 4.78256 -1.28797 3.76615
N -5.21602 -0.05171 -1.99721
C 3.34642 -1.21732 -1.73240